1.
Here is C6H12O as an isolated structure from the Open Molecules 2025 dataset. Energies are from ωB97M-V with the def2-TZVPD basis set.

Geometry as XYZ:
```
19
C6H12O, DFT ωB97M-V with the def2-TZVPD basis set
C 0.5933 1.5302 0.6342
C -1.1591 -1.1922 0.3750
H 1.7620 1.4688 -1.3180
H 0.6412 -2.2330 0.9733
H -1.4937 -1.9116 -0.3793
H -0.4628 -0.4877 -0.4789
C 0.1431 0.0129 -1.4454
H -0.5069 1.6738 -2.7671
H 0.0752 -0.9331 2.0778
H 0.6821 2.6376 0.6431
H -0.7801 -2.5000 1.9902
C -0.4894 1.3142 -1.7422
O -0.5323 1.0550 1.1231
C -0.2321 -1.7422 1.4138
C 0.7810 1.1914 -0.9427
H -1.3445 1.5809 -1.1179
H 1.5248 1.1084 1.0805
H -1.9484 -0.5483 0.7387
H 0.5066 -0.7632 -2.1073
```

Summary:
spin multiplicity	1
calculated total energy	-310.8394	hartree


2.
Here is C33H31IN4O7STi as an isolated structure from the Open Molecules 2025 dataset. Energies are from ωB97M-V with the def2-TZVPD basis set.

Geometry as XYZ:
```
78
C33H31IN4O7STi, DFT ωB97M-V with the def2-TZVPD basis set
H -4.7634 1.9880 1.9168
H 1.2042 4.7355 -4.3495
H -0.8728 2.9801 -0.2812
O 2.8092 1.9471 -1.5368
C 1.7832 -3.7360 2.0475
C 3.2292 2.3480 1.3256
C 0.8756 3.7245 -4.1656
N -1.8469 0.6532 -1.6696
H -4.9240 -1.7170 3.2902
H 2.2889 1.7632 4.5479
C -2.9738 -3.9821 -1.3232
H -5.5892 0.7890 0.8534
C 2.2868 1.8187 3.4582
H 2.7677 -4.0329 1.6241
C -1.9603 1.7139 -2.6204
C 0.0117 -2.9526 0.8935
H 2.4750 2.9694 -5.3400
H 1.8701 0.5679 -5.0295
C 4.7307 -1.2649 0.1230
H 1.4025 -1.8360 3.0851
H -2.9056 1.1909 -4.6339
H -3.7072 -4.7705 -1.4992
H -3.9801 -2.6371 -2.5630
C 2.9276 -1.6023 1.7030
H 1.7789 -4.2904 3.0317
C -0.0037 0.5321 3.3691
C -3.1512 -2.7319 -1.9182
O 0.9850 0.7394 -1.0316
O 0.5410 -4.0795 1.3355
H -0.9639 4.1171 -3.0246
O -0.9110 0.2151 2.5265
C -5.0997 0.9843 1.8462
I -1.7797 3.3860 2.2397
H -2.4197 2.2902 0.0459
C 1.2038 1.1849 2.8073
C -3.1449 1.1927 -3.5557
C 3.7963 -1.3297 2.7347
C 3.3010 2.3844 2.7326
C 5.0809 -0.8806 2.4306
C 1.6518 -2.2564 2.0915
N 0.5662 -1.8974 1.1673
C -1.1379 -2.9809 -0.0788
C 2.1695 1.7321 0.7699
H -2.3661 2.5472 -2.0739
H -5.4517 -1.6738 1.5824
H -5.8030 0.8755 2.6293
H 6.6379 -0.6449 1.0328
H 4.0567 2.5317 0.6841
H -4.1066 1.6936 -3.5182
C 1.9005 1.4741 -0.6881
C -1.3901 2.2835 0.4025
C 0.1153 1.0225 -3.8643
C -2.5225 -0.3474 -2.0674
C -1.9374 -4.0984 -0.3574
N 1.2232 1.1652 1.5047
H -0.2214 -0.0049 -3.6728
O -3.3483 -0.1879 -3.1118
C 1.2929 1.3411 -4.5492
S -3.6498 -0.0572 2.1788
N -1.3332 -1.8275 -0.7211
H 3.4686 -1.3866 3.7530
H -3.8369 -2.3915 2.0284
C -0.3143 3.3901 -3.4782
O -0.0426 0.3381 4.5614
H -1.6928 -5.0506 0.1061
C 1.6813 2.6819 -4.7020
C -0.6746 2.0293 -3.3150
H 2.6699 -1.7046 -0.4440
O -2.9192 -0.1633 0.8871
H 2.6557 1.7291 -2.4611
H 5.6925 -0.4868 3.2641
Ti -0.7166 0.2917 0.4360
C -4.6000 -1.6178 2.2910
C 5.5670 -0.9480 1.1745
H 4.1800 2.7540 3.2153
C -2.3164 -1.7031 -1.5888
C 3.3834 -1.5775 0.3888
H 5.1170 -1.2465 -0.8828
```

Summary:
expectation value of S²	0.753
total charge	+1
spin multiplicity	2
calculated total energy	-3567.0735	hartree


3.
Here is one molecule with the formula C14H13F5N2O2S2 from the Open Molecules 2025 dataset. Energies are from ωB97M-V with the def2-TZVPD basis set.

Geometry as XYZ:
```
38
C14H13F5N2O2S2, DFT ωB97M-V with the def2-TZVPD basis set
H -0.3470 -2.0437 1.0526
N 3.2075 -0.5575 -1.5796
F -0.4016 4.7833 0.5349
C -0.5179 3.4451 0.9060
C -3.0201 -0.7373 0.4854
H 3.5376 2.7125 -2.8528
F -1.5092 3.4104 1.8466
C 3.6727 0.5552 -2.2080
C -0.6128 0.1481 0.3944
S 2.1069 -3.0538 -0.1074
H 4.6776 0.4552 -2.7091
C 3.6667 -2.9656 0.8392
H -4.6898 0.1808 -0.6103
O 1.1038 -3.9496 0.5069
H 4.1924 -3.9437 0.6860
C 3.0134 1.8851 -2.3127
C -1.9533 0.1965 1.2161
N 1.8214 2.1370 -1.7249
C 1.2753 1.0504 -1.0494
F -0.5661 3.4470 -1.4789
H 4.2457 -2.0812 0.4448
H -2.3125 1.2300 1.4428
H -1.7127 -0.2828 2.2140
C -0.8752 2.6062 -0.4311
C -4.4967 -0.1491 0.4470
C 1.9866 -0.2359 -0.9875
H -2.6088 -1.0251 -0.5207
O 2.3055 -3.5000 -1.4997
C 0.0983 -1.1969 0.4780
F 0.7208 3.1156 1.4076
H 3.3811 -2.8075 1.9174
S -5.6919 -1.5491 0.7449
C 1.3459 -1.3784 -0.2142
C -0.0698 1.2802 -0.3754
H -5.0192 -2.5778 1.3575
F -2.2599 2.4184 -0.5436
H -3.0681 -1.6947 1.0868
H -4.6265 0.6728 1.1965
```

Summary:
spin multiplicity	1
calculated total energy	-2096.8602	hartree


4.
Here is C21H44GeN4O7SSi3Y as an isolated structure from the Open Molecules 2025 dataset. Energies are from ωB97M-V with the def2-TZVPD basis set.

Geometry as XYZ:
```
82
C21H44GeN4O7SSi3Y, DFT ωB97M-V with the def2-TZVPD basis set
O -4.6168 -5.3936 1.1179
N -0.2928 -0.3973 0.3975
H 3.4856 3.5172 -2.5163
H -0.9855 3.8695 -2.4029
O -2.3100 -4.8387 0.5230
C -3.7271 -0.4851 2.4189
C -4.0372 -2.8474 2.5282
C -0.4962 2.9202 -2.6277
H -4.0839 -1.5555 4.2419
C -0.4262 -2.1247 1.9800
H 0.6513 4.7197 -0.3012
H 4.4319 -0.0978 -3.6784
C 4.5468 1.2454 0.1154
H -1.1428 2.1022 -2.3096
H -4.1119 1.4945 2.7799
Y -1.1200 0.8531 1.9466
H 2.2757 4.7045 -2.9946
H 2.7564 -2.1256 1.2692
O -1.0692 -1.4725 4.1680
H 5.2042 1.3018 0.9835
H 1.6083 0.0818 2.5323
C -2.2978 3.8483 1.6434
H 3.6636 -0.1853 -5.2576
H 3.0183 -2.7186 -2.5648
Ge 1.6312 0.5055 -1.4017
C -0.2701 -3.5625 2.3753
C 2.2461 0.8482 2.0842
H -0.7285 -3.5550 -0.3273
C 2.2964 -2.4621 -3.3382
O -4.1187 -4.2732 -1.0198
H -1.1124 -4.1746 2.0081
C -3.9786 -1.6235 3.1664
C 3.5244 -1.5762 0.7264
O -0.1258 0.0374 -0.9213
H 5.1163 0.8092 -0.7048
H 1.6920 1.7820 1.9654
Si 1.1990 2.8239 -1.8195
C 0.4955 -0.2698 -4.4988
H -0.4140 -0.5776 -3.9864
O -1.3042 4.6687 3.6200
H -4.2221 -3.7530 3.0893
H -0.4065 2.8512 -3.7103
H 4.4520 -1.6437 1.2973
O -0.6029 2.6690 2.8805
H -0.1632 -3.6899 3.4529
H 3.0390 1.0702 2.8035
H 0.6149 3.2170 0.6171
Si 2.0115 -0.6222 -3.4684
H -3.4715 0.3390 0.4441
C 3.5312 0.1634 -4.2332
C -3.8524 -2.9438 1.1533
H -3.4395 0.7120 4.0612
C -0.0258 -2.7255 -0.4438
H 0.4123 0.7889 -4.7347
H 3.4592 1.2474 -4.2583
H 0.5563 -0.8199 -5.4393
H 2.4614 3.2191 -3.9184
H -2.1479 4.8309 1.1860
H -2.9874 2.6717 0.0857
H -3.5989 -1.8760 -0.6719
Si 3.0302 0.2139 0.5023
C -3.6165 -0.5637 1.0385
H -0.2006 -2.2481 -1.4032
H -1.4062 2.9886 0.0035
H 1.3818 -3.0139 -3.1434
S -3.7317 -4.5432 0.3507
C -1.3287 3.7603 2.8314
H 2.1462 3.9350 0.1892
C 1.1376 3.7498 -0.1823
H 2.6953 -2.8081 -4.2936
C -3.6918 -1.7918 0.4007
C -0.2249 -1.7253 0.6385
H 4.2846 2.2639 -0.1688
N -3.4264 0.7861 3.0442
H 0.6365 -3.9653 1.9276
H 3.6821 -2.0755 -0.2288
H 0.9865 -3.1321 -0.4385
N -0.7619 -1.1429 2.8402
H -3.3120 3.8356 2.0494
C 2.4780 3.6359 -2.9134
H -1.3028 -2.4233 4.1779
N -2.1485 2.7414 0.6645
```

Summary:
expectation value of S²	0.756
spin multiplicity	2
calculated total energy	-4954.3471	hartree


5.
Here is a 3-piece molecular cluster, C3H9NO4 overall from the Open Molecules 2025 dataset. Energies are from ωB97M-V with the def2-TZVPD basis set.

Geometry as XYZ:
```
17
C3H9NO4, DFT ωB97M-V with the def2-TZVPD basis set
H -0.9529 2.4105 -1.3131
H 1.0702 -0.2096 -1.6761
H -0.5710 -2.7929 -0.3427
C 0.5348 1.4358 -0.2363
H 0.1805 0.9903 0.8148
O 0.7909 -0.7036 2.1906
C 1.5039 0.5693 -0.9491
O -1.1362 -2.9708 0.3645
N -0.6997 1.4520 -1.0515
H -2.4881 0.4750 -1.6955
O 2.7082 0.6796 -0.8024
H -1.1380 -2.1408 0.7811
C -1.5481 0.4064 -1.0192
H 0.4983 -1.0605 3.0221
O -1.3254 -0.5734 -0.4288
H 1.7219 -0.3924 2.2195
H 0.8506 2.4253 0.1219
```

Summary:
spin multiplicity	1
calculated total energy	-475.3828	hartree


6.
Here is C27H26IrN2OP2S2 as an isolated structure from the Open Molecules 2025 dataset. Energies are from ωB97M-V with the def2-TZVPD basis set.

Geometry as XYZ:
```
61
C27H26IrN2OP2S2, DFT ωB97M-V with the def2-TZVPD basis set
C 3.6761 -2.1290 -0.8150
C -2.6391 3.7511 -2.5483
C -1.3207 2.6118 -0.8975
C -4.5289 -0.0081 -1.9761
H -6.0384 -0.2930 1.0511
H -1.0228 0.2380 4.4496
H -2.3888 3.1127 -4.5825
C -2.2598 3.5730 -1.2216
H -3.3602 4.5171 -2.8005
H -3.8310 -1.2329 1.6345
N 4.0519 -1.0829 -1.5452
C -2.0926 2.9643 -3.5530
N 4.4171 -2.5360 0.2026
H 4.1226 2.8114 2.1690
H -1.0048 2.4857 0.1319
H -0.5443 -4.0142 4.2491
H -6.4815 0.4890 -1.2449
H 1.4912 -0.3791 1.0676
C -5.5111 0.0814 -0.9944
C -0.7591 -1.8941 4.4921
C 1.9368 0.5875 0.8575
H 3.1105 0.6082 2.6498
P 0.4236 0.5904 -1.4667
H 6.1501 -2.5912 1.3415
H -1.4417 0.3148 2.0191
C -1.0048 -0.6743 3.8689
C 3.0706 3.0740 0.3202
C 1.5883 1.2884 -0.2973
C -3.2944 -0.5440 -1.6649
C -5.2650 -0.3584 0.2982
P -1.4766 -1.7166 0.0072
H -0.7340 1.3694 -4.0210
H 3.5115 4.0403 0.1164
C -1.2154 -1.8208 1.7669
S -1.1225 -3.4640 -0.9588
H 3.5436 -0.8592 -2.3855
H 5.6345 -0.9608 0.8924
H 4.0733 -3.3439 0.6976
H -4.7342 0.3269 -2.9837
C 2.1513 2.5365 -0.5648
S 1.3223 -0.2883 -3.0503
H -0.9364 -3.9561 1.8116
C -4.0278 -0.8902 0.6271
C -0.7720 1.8202 -1.9123
C 5.7249 -1.9909 0.5440
Ir 0.7880 -2.2606 -1.7212
C 2.8516 1.1390 1.7425
H -0.5921 -1.9255 5.5605
C -0.7342 -3.0700 3.7572
H -2.6867 4.1946 -0.4464
C 3.4161 2.3785 1.4732
H -2.5330 -0.6398 -2.4303
H 1.8773 3.0814 -1.4608
C -0.9559 -3.0395 2.3874
C -3.0441 -0.9786 -0.3585
H 6.4035 -2.0319 -0.3092
H 4.9431 -0.6377 -1.4013
C -0.1249 -0.9355 -0.7858
C -1.1596 1.9876 -3.2409
C -1.2360 -0.6328 2.5064
O 2.5941 -2.7935 -1.0543
```

Summary:
expectation value of S²	0.812
total charge	+2
spin multiplicity	2
calculated total energy	-2812.1590	hartree